Record 1
This record from OMol25 describes a 10-piece molecular cluster, C32H64Br8O12 overall in a non-equilibrium geometry. The level of theory is ωB97M-V/def2-TZVPD.

Structure (ORCA input):
```
! wB97M-V def2-TZVPD RIJCOSX def2/J DEFGRID3
* xyz 0 1
O -5.046 5.337 -3.037
C -5.767 5.768 -2.100
O -7.037 6.306 -2.149
C -7.765 6.392 -3.363
C -7.511 7.660 -4.079
C -5.125 5.706 -0.755
H -8.845 6.371 -3.213
H -7.405 5.564 -3.974
H -8.136 7.798 -4.961
H -6.503 7.691 -4.492
H -7.582 8.564 -3.475
H -4.303 5.016 -0.567
H -5.889 5.398 -0.041
H -4.687 6.702 -0.695
O 0.869 1.838 0.138
C 0.877 1.298 1.268
O 0.582 0.030 1.534
C 0.286 -0.937 0.521
C -0.633 -2.094 1.067
C 1.224 2.072 2.539
H 1.221 -1.337 0.129
H -0.129 -0.620 -0.435
H -1.642 -1.746 1.289
H -0.249 -2.571 1.969
H -0.677 -2.821 0.256
H 1.652 3.032 2.251
H 1.896 1.514 3.191
H 0.277 2.258 3.047
O 11.786 10.588 5.133
C 10.952 11.319 5.601
O 9.650 11.119 5.535
C 9.073 9.963 5.083
C 7.605 9.902 5.444
C 11.373 12.660 6.195
H 9.581 9.124 5.559
H 9.225 9.766 4.022
H 7.244 10.759 4.875
H 7.429 10.042 6.510
H 7.166 8.942 5.174
H 10.470 13.158 6.547
H 11.802 13.313 5.435
H 12.174 12.548 6.926
O -0.034 -7.102 -6.440
C 1.071 -7.471 -6.026
O 2.270 -7.450 -6.689
C 2.224 -7.090 -8.090
C 3.641 -7.083 -8.552
C 1.160 -8.097 -4.671
H 1.826 -6.084 -8.224
H 1.532 -7.768 -8.589
H 4.103 -8.066 -8.462
H 4.324 -6.419 -8.022
H 3.631 -6.787 -9.602
H 1.042 -9.181 -4.672
H 0.352 -7.618 -4.118
H 2.071 -7.892 -4.110
O -6.643 -10.451 -0.249
C -5.621 -9.790 -0.438
O -4.420 -10.031 0.098
C -4.205 -11.196 0.904
C -2.643 -11.308 0.956
C -5.670 -8.562 -1.286
H -4.606 -12.144 0.544
H -4.578 -10.976 1.905
H -2.272 -10.662 1.752
H -2.100 -11.133 0.027
H -2.298 -12.270 1.335
H -5.476 -8.850 -2.320
H -4.923 -7.819 -1.008
H -6.638 -8.064 -1.337
O -1.758 -4.753 7.406
C -2.344 -3.862 6.805
O -3.370 -4.049 5.965
C -3.991 -5.356 5.955
C -5.132 -5.459 4.927
C -1.906 -2.408 6.897
H -4.273 -5.640 6.969
H -3.221 -6.022 5.567
H -5.473 -6.494 4.952
H -4.710 -5.300 3.934
H -5.945 -4.799 5.229
H -2.156 -2.061 7.900
H -2.348 -1.830 6.085
H -0.834 -2.376 6.698
Br 7.414 1.680 2.241
C 8.345 0.274 3.276
C 7.459 -0.955 3.337
Br 7.815 -2.378 4.722
H 8.533 0.609 4.296
H 9.292 0.035 2.791
H 7.430 -1.466 2.375
H 6.434 -0.683 3.589
Br 5.580 -1.545 -4.342
C 5.812 0.404 -4.826
C 4.469 0.864 -5.421
Br 4.038 -0.265 -6.991
H 6.678 0.666 -5.433
H 6.069 0.849 -3.865
H 4.563 1.854 -5.867
H 3.608 0.715 -4.769
Br 0.503 8.238 -1.768
C 0.022 7.989 -3.681
C 0.520 6.704 -4.257
Br 0.541 6.850 -6.282
H 0.382 8.846 -4.249
H -1.058 7.958 -3.823
H -0.010 5.810 -3.929
H 1.520 6.440 -3.914
Br -10.935 2.072 0.488
C -10.013 0.843 -0.829
C -8.838 0.259 -0.003
Br -7.541 -0.645 -1.218
H -9.563 1.518 -1.556
H -10.757 0.130 -1.186
H -9.192 -0.346 0.831
H -8.258 1.063 0.451
*
```

Properties
Structure (SMILES): CCOC(C)=O.CCOC(C)=O.CCOC(C)=O.CCOC(C)=O.CCOC(C)=O.CCOC(C)=O.BrCCBr.BrCCBr.BrCCBr.BrCCBr
Orbital gap, hartree: 0.3643
E_HOMO, eV: -9.8
Total energy, eV: -619130.3701
Molar mass, g mol⁻¹: 1280.1

=====

Record 2
This record from OMol25 describes a 16-piece molecular cluster, C32H64Cl32 overall in a non-equilibrium geometry. The level of theory is ωB97M-V/def2-TZVPD.

Structure (ORCA input):
```
! wB97M-V def2-TZVPD RIJCOSX def2/J DEFGRID3
* xyz 0 1
Cl -2.847 -4.620 -1.130
C -2.021 -3.418 -2.143
C -2.398 -1.956 -1.902
Cl -4.057 -1.542 -2.442
H -2.245 -3.626 -3.189
H -0.987 -3.653 -1.891
H -1.786 -1.235 -2.444
H -2.334 -1.748 -0.834
Cl 4.635 3.036 -4.356
C 4.471 2.963 -2.579
C 5.397 1.877 -1.961
Cl 5.575 2.035 -0.228
H 3.426 2.818 -2.304
H 4.803 3.959 -2.287
H 6.412 1.973 -2.348
H 5.119 0.847 -2.181
Cl 0.614 3.150 -3.387
C -0.214 2.405 -4.745
C -1.462 3.105 -5.242
Cl -1.154 4.814 -5.681
H -0.415 1.396 -4.385
H 0.540 2.459 -5.531
H -2.180 3.001 -4.429
H -1.932 2.711 -6.144
Cl -3.803 -0.429 1.938
C -5.306 -1.457 1.905
C -4.949 -2.888 2.341
Cl -6.323 -3.857 2.089
H -5.816 -1.323 0.951
H -6.066 -1.107 2.603
H -4.718 -2.928 3.406
H -4.099 -3.226 1.749
Cl 0.900 -1.192 -0.252
C 1.246 0.572 -0.398
C 0.036 1.381 0.056
Cl -1.230 0.995 -1.125
H 1.428 0.861 -1.433
H 2.105 0.762 0.245
H 0.213 2.445 -0.103
H -0.347 1.187 1.058
Cl 1.871 4.502 0.609
C 1.388 4.978 2.296
C 2.229 4.175 3.248
Cl 1.894 2.436 3.047
H 0.363 4.612 2.356
H 1.467 6.055 2.443
H 1.813 4.343 4.242
H 3.278 4.450 3.142
Cl -7.340 0.155 -1.442
C -6.678 1.293 -0.219
C -5.944 2.356 -0.937
Cl -7.161 3.253 -1.920
H -6.002 0.785 0.469
H -7.523 1.739 0.305
H -5.215 1.942 -1.633
H -5.378 3.053 -0.318
Cl 0.623 -5.184 2.363
C 0.031 -3.520 2.159
C -1.481 -3.454 2.608
Cl -1.720 -4.107 4.240
H 0.128 -3.349 1.087
H 0.599 -2.791 2.737
H -2.138 -3.977 1.912
H -1.917 -2.455 2.609
Cl -3.756 4.106 2.276
C -4.463 2.950 3.454
C -4.647 3.723 4.795
Cl -5.749 5.158 4.606
H -3.777 2.104 3.510
H -5.444 2.611 3.120
H -3.761 4.162 5.255
H -5.133 3.148 5.584
Cl 4.020 -1.069 0.872
C 4.463 -0.644 2.582
C 3.323 -0.916 3.543
Cl 3.104 -2.678 3.786
H 4.645 0.430 2.559
H 5.331 -1.255 2.830
H 2.413 -0.384 3.264
H 3.630 -0.495 4.501
Cl 1.282 -3.938 -4.672
C 1.942 -2.386 -4.819
C 1.782 -1.565 -3.495
Cl 2.620 -0.043 -3.664
H 1.496 -1.831 -5.644
H 2.955 -2.691 -5.081
H 2.260 -1.991 -2.613
H 0.764 -1.258 -3.255
Cl -3.087 4.500 -2.257
C -1.940 5.419 -1.322
C -2.474 6.796 -0.885
Cl -2.636 8.109 -2.136
H -1.008 5.468 -1.885
H -1.591 4.854 -0.458
H -1.788 7.228 -0.157
H -3.417 6.778 -0.338
Cl 0.495 -5.754 -1.509
C -0.410 -6.972 -0.649
C 0.557 -8.159 -0.292
Cl -0.384 -9.318 0.708
H -1.179 -7.280 -1.358
H -0.896 -6.613 0.258
H 1.268 -7.666 0.371
H 1.003 -8.754 -1.089
Cl 7.388 0.102 -7.536
C 5.830 0.352 -6.701
C 6.047 0.055 -5.178
Cl 6.414 -1.673 -4.988
H 5.119 -0.358 -7.126
H 5.364 1.318 -6.895
H 5.078 0.217 -4.706
H 6.783 0.743 -4.761
Cl 4.666 -6.186 2.697
C 4.283 -5.833 0.973
C 3.857 -4.354 0.800
Cl 3.711 -3.958 -0.960
H 3.518 -6.549 0.674
H 5.192 -6.031 0.404
H 4.629 -3.659 1.129
H 2.917 -4.047 1.259
Cl -2.169 3.276 7.810
C -1.759 1.837 6.903
C -0.221 1.609 6.634
Cl 0.010 0.462 5.229
H -2.345 2.001 5.998
H -2.117 1.068 7.587
H 0.405 1.309 7.475
H 0.165 2.578 6.317
*
```

Properties
Orbital gap, hartree: 0.3766
E_HOMO, eV: -10.5
Total energy, eV: -434942.4549
Molar mass, g mol⁻¹: 1583.4

=====

Record 3
This record from OMol25 describes a 8-piece molecular cluster, C32H64O16 overall in a non-equilibrium geometry. The level of theory is ωB97M-V/def2-TZVPD.

Structure (ORCA input):
```
! wB97M-V def2-TZVPD RIJCOSX def2/J DEFGRID3
* xyz 0 1
C 0.548 6.707 0.018
O 1.863 6.338 0.527
C 2.851 6.300 -0.568
C 2.730 5.059 -1.525
O 1.563 5.109 -2.322
C 1.319 3.885 -2.911
H 0.607 7.541 -0.682
H -0.137 6.994 0.815
H 0.035 5.904 -0.511
H 3.842 6.392 -0.124
H 2.709 7.165 -1.215
H 2.663 4.218 -0.835
H 3.679 4.948 -2.049
H 2.225 3.461 -3.342
H 0.628 3.994 -3.747
H 0.877 3.208 -2.180
C 3.648 -3.666 -0.597
O 2.781 -3.488 -1.756
C 3.584 -3.277 -2.915
C 2.595 -3.320 -4.099
O 2.033 -2.004 -4.366
C 1.398 -1.752 -5.568
H 3.066 -3.682 0.324
H 4.413 -2.910 -0.425
H 4.137 -4.640 -0.579
H 4.438 -3.927 -3.109
H 3.989 -2.266 -2.938
H 1.757 -3.994 -3.918
H 3.205 -3.621 -4.951
H 0.398 -2.187 -5.541
H 1.855 -2.056 -6.509
H 1.205 -0.680 -5.581
C -3.689 -4.166 4.558
O -2.818 -3.636 3.472
C -3.026 -4.395 2.309
C -2.019 -3.985 1.153
O -0.619 -4.337 1.349
C 0.063 -3.292 2.079
H -4.746 -4.187 4.295
H -3.448 -3.558 5.430
H -3.267 -5.130 4.844
H -4.054 -4.262 1.970
H -2.890 -5.448 2.557
H -2.208 -2.953 0.857
H -2.212 -4.654 0.315
H 1.116 -3.566 2.140
H -0.287 -3.103 3.094
H 0.031 -2.370 1.498
C -3.924 4.154 -3.292
O -3.859 3.705 -1.923
C -2.505 3.365 -1.532
C -2.359 3.570 -0.004
O -2.330 4.962 0.402
C -2.491 5.090 1.821
H -3.458 5.115 -3.505
H -4.936 4.215 -3.692
H -3.450 3.403 -3.924
H -1.715 3.848 -2.108
H -2.337 2.305 -1.722
H -1.435 3.142 0.385
H -3.202 3.131 0.529
H -1.706 4.529 2.327
H -3.412 4.622 2.169
H -2.670 6.136 2.073
O 2.527 -3.469 4.189
C 2.885 -2.314 4.097
O 3.591 -1.842 3.009
C 3.880 -0.443 3.106
C 3.643 -0.139 4.564
C 2.793 -1.244 5.159
H 3.174 0.169 2.546
H 4.899 -0.129 2.877
H 3.198 0.850 4.668
H 4.640 -0.148 5.004
H 1.740 -0.970 5.233
H 3.192 -1.534 6.131
O -1.043 0.404 -0.653
C 0.183 0.259 -0.838
O 0.825 0.823 -1.860
C 2.239 0.547 -1.910
C 2.464 0.100 -0.494
C 1.110 -0.594 -0.095
H 2.847 1.436 -2.074
H 2.389 -0.157 -2.729
H 2.559 1.007 0.104
H 3.354 -0.499 -0.299
H 0.790 -0.561 0.946
H 1.066 -1.646 -0.378
O -3.670 2.777 3.974
C -3.238 1.721 3.595
O -2.927 1.526 2.295
C -2.549 0.204 2.124
C -2.721 -0.555 3.447
C -2.829 0.494 4.481
H -1.483 0.110 1.921
H -3.165 -0.258 1.353
H -1.889 -1.208 3.709
H -3.543 -1.268 3.379
H -1.919 0.761 5.019
H -3.676 0.329 5.147
O -2.634 -1.799 -5.154
C -2.192 -2.475 -4.265
O -1.967 -3.760 -4.365
C -1.411 -4.341 -3.216
C -0.774 -3.138 -2.472
C -1.746 -2.059 -2.826
H -0.662 -5.120 -3.357
H -2.195 -4.754 -2.582
H 0.240 -2.844 -2.741
H -0.710 -3.275 -1.393
H -1.306 -1.067 -2.928
H -2.622 -1.915 -2.194
*
```

Properties
Structure (SMILES): O=C1CCCO1.O=C1CCCO1.O=C1CCCO1.O=C1CCCO1.COCCOC.COCCOC.COCCOC.COCCOC
Orbital gap, hartree: 0.3269
E_HOMO, eV: -8.9
Total energy, eV: -66975.3288
Molar mass, g mol⁻¹: 704.8

=====

Record 4
This record from OMol25 describes C32H65AlBr2ClF3N4O15S2 as an isolated structure in a non-equilibrium geometry. The level of theory is ωB97M-V/def2-TZVPD.

Structure (ORCA input):
```
! wB97M-V def2-TZVPD RIJCOSX def2/J DEFGRID3
* xyz 0 1
C 5.337 -4.792 3.483
C 5.592 -4.763 1.831
C 6.879 -3.815 1.469
C 6.526 -2.247 1.153
C 5.004 -1.780 1.537
C 4.006 -1.911 0.212
C 2.637 -1.068 0.606
C 2.057 -0.260 -0.731
C 0.754 -1.092 -1.275
C -0.690 -0.347 -1.059
C -1.725 -1.187 -0.049
C -2.551 -2.285 -0.952
C -1.566 -3.576 -1.167
N -2.257 -4.840 -1.628
C -3.368 -5.055 -0.578
N -3.206 -6.090 0.310
N -4.506 -4.061 -0.614
C -4.057 -2.633 -0.409
C -4.335 -2.241 1.163
O -5.709 -2.711 1.481
C -6.319 -1.910 2.554
C -6.905 -2.961 3.716
C -8.556 -2.974 3.701
H 5.179 -5.906 3.878
H 6.206 -4.238 4.062
H 4.347 -4.220 3.733
H 5.904 -5.882 1.562
H 4.619 -4.542 1.221
H 7.371 -4.253 0.474
H 7.663 -3.947 2.327
H 7.286 -1.571 1.755
H 6.729 -2.047 0.012
H 5.062 -0.607 1.755
H 4.560 -2.261 2.507
H 4.539 -1.460 -0.728
H 3.679 -3.011 -0.019
H 1.856 -1.820 1.064
H 2.882 -0.266 1.431
H 1.774 0.856 -0.500
H 2.877 -0.314 -1.584
H 0.822 -2.176 -0.823
H 0.884 -1.233 -2.453
H -1.277 -0.100 -2.042
H -0.495 0.683 -0.490
H -2.401 -0.358 0.448
H -1.003 -1.689 0.758
H -2.688 -1.787 -2.029
H -0.801 -3.281 -2.034
H -0.905 -3.854 -0.228
H -1.612 -5.659 -1.659
H -3.763 -6.264 1.175
H -2.382 -6.741 0.145
H -5.116 -4.162 -1.454
H -4.804 -1.957 -1.050
H -3.518 -2.634 1.908
H -4.387 -1.050 1.199
H -5.594 -1.108 3.013
H -7.283 -1.313 2.185
H -6.453 -4.040 3.550
H -6.498 -2.541 4.740
H -8.869 -3.219 2.576
H -8.965 -1.899 3.952
H -8.971 -3.789 4.448
N 0.654 4.093 -4.102
S -0.782 4.387 -4.665
O -1.717 5.089 -3.792
O -1.368 3.408 -5.573
F -0.426 5.558 -5.701
S 0.618 3.002 -2.970
O 1.851 2.923 -2.188
O 0.023 1.707 -3.279
F -0.393 3.600 -1.890
Al -4.671 -4.161 4.304
C 5.624 5.658 -1.809
C 5.756 7.033 -1.999
C 4.763 7.743 -2.674
C 3.634 7.078 -3.152
C 3.500 5.704 -2.959
C 4.497 4.992 -2.292
H 6.399 5.104 -1.286
H 6.633 7.552 -1.621
H 4.869 8.814 -2.827
H 2.858 7.632 -3.674
H 2.619 5.186 -3.330
H 4.395 3.920 -2.146
C -8.715 3.197 0.374
C -8.119 1.809 0.207
O -6.959 1.840 -0.630
C -5.833 2.330 -0.054
O -5.727 2.732 1.094
O -4.845 2.322 -0.985
C -3.628 2.913 -0.536
H -8.915 3.649 -0.602
H -9.647 3.153 0.945
H -8.025 3.866 0.897
H -8.851 1.162 -0.291
H -7.888 1.347 1.174
H -3.281 2.452 0.393
H -3.763 3.991 -0.407
H -2.868 2.749 -1.306
O -1.982 3.795 2.047
H -2.084 4.332 2.848
H -1.174 4.138 1.637
C -3.217 -9.242 0.195
O -2.191 -8.832 0.926
H -3.401 -8.717 -0.758
H -3.205 -10.291 -0.149
H -4.219 -9.189 0.654
Br 8.310 8.962 -2.720
C 8.189 9.549 -4.576
C 7.719 10.982 -4.667
Br 5.796 11.114 -4.364
H 7.532 8.843 -5.092
H 9.204 9.451 -4.972
H 7.875 11.376 -5.675
H 8.202 11.644 -3.944
O 0.259 -3.029 2.612
Cl 1.253 -4.015 2.988
O 1.798 -4.632 1.795
O 0.637 -5.031 3.819
O 2.320 -3.368 3.728
O 5.003 -3.119 6.649
H 4.717 -3.187 5.726
H 5.740 -3.745 6.713
F 5.153 6.939 0.392
*
```

Properties
Orbital gap, hartree: 0.0303
E_HOMO, eV: -7.1
Total energy, eV: -259907.9991
Molar mass, g mol⁻¹: 1089.3